# 1
The following is a quantum chemistry calculation of a 7-piece molecular cluster, C5H25NO8 overall at a distorted geometry, from OMol25.

```
39
Properties=species:S:1:pos:R:3:forces:R:3:nbo_charge:R:1
C -1.61136 1.26934 2.01865 -0.19 -0.03 -0.80 -0.66
C -0.58965 0.72944 1.02078 2.05 0.17 -2.73 -0.07
C 0.45773 1.82737 0.63865 -1.57 2.22 0.82 0.10
C -0.19152 3.10978 0.04131 -0.56 0.16 1.29 -0.64
O 1.05692 2.21510 1.89976 1.33 -0.64 -0.14 -0.77
N 0.20304 -0.43380 1.39000 0.41 -1.07 0.43 -0.68
C -0.40433 -1.75736 1.28569 -1.25 2.14 2.64 0.07
O -1.66329 -1.86426 2.06678 -0.65 0.27 -1.09 -0.78
H -1.29389 0.88608 2.96158 -0.72 -1.13 0.79 0.22
H -2.55829 0.96867 1.54326 -0.11 0.09 1.36 0.24
H -1.62936 2.33304 2.30346 0.14 0.02 -1.16 0.21
H -0.99158 0.31913 0.04946 -0.53 1.02 0.82 0.21
H 1.21919 1.55883 -0.11603 -0.20 -0.46 0.88 0.19
H -0.57868 3.81864 0.84146 0.15 -1.12 -0.63 0.19
H -1.05747 2.75182 -0.52597 0.26 0.67 -0.48 0.23
H 0.52899 3.75920 -0.46894 -0.22 -0.59 -0.47 0.22
H 0.58415 2.92921 2.34770 -0.12 -0.26 -0.61 0.48
H 0.81324 -0.28610 2.17930 -0.26 -0.06 0.37 0.37
H -0.69003 -1.88550 0.25902 -0.11 -0.81 -0.30 0.22
H 0.12690 -2.49311 1.85755 1.47 -0.44 -0.99 0.18
H -1.52523 -1.74476 3.01201 0.41 0.05 -0.16 0.46
H -1.50726 -3.64218 -1.66458 0.26 0.26 -0.63 0.47
H -1.28221 -2.26908 -2.49875 0.25 -0.87 -0.13 0.51
O -1.68570 -2.69977 -1.72743 -0.62 0.53 0.85 -1.00
H -4.02924 -1.54217 -0.56093 -0.04 0.37 -0.41 0.48
H -3.77136 -0.86494 0.71467 -0.20 0.46 -0.37 0.47
O -4.14274 -0.66156 -0.16838 0.46 -0.86 0.83 -0.95
H 1.40492 -0.04830 -2.02540 0.32 -0.30 -0.20 0.50
H 2.03663 -0.53921 -3.34474 0.30 0.12 0.46 0.47
O 1.23254 -0.17886 -2.96498 -0.48 0.82 -0.43 -0.97
H 2.56994 0.47775 0.72274 -0.07 -0.01 -0.15 0.48
H 3.65882 1.25983 1.38303 0.10 0.19 -0.10 0.48
O 3.43600 0.86391 0.53229 0.10 -0.10 0.62 -0.96
H 3.51940 -1.00671 -0.57314 0.23 0.28 -0.09 0.49
H 3.78978 -0.01430 -1.72510 -0.03 -0.20 0.47 0.49
O 3.28526 -0.80383 -1.48443 0.17 -0.35 -0.38 -0.98
H 0.39311 -1.44679 -4.11882 -0.41 0.20 0.08 0.49
H 0.79730 -2.57000 -3.23544 -0.68 0.03 -0.41 0.47
O 0.08934 -2.32456 -3.86611 0.61 -0.74 0.14 -0.96
```
Positions in Å, forces in eV/Å.

The orbital gap comes out at 9.54 eV. As for the net charge: 0. As for the structure (SMILES): C[C@H](NCO)[C@@H](C)O.O.O.O.O.O.O. The calculation puts the molecular weight at 227.25 g/mol.

=====

# 2
The following is a quantum chemistry calculation of a 7-piece molecular cluster, C5H25NO8 overall at a distorted geometry, from OMol25.

```
39
Properties=species:S:1:pos:R:3:forces:R:3:nbo_charge:R:1
C -0.70479 0.96818 -1.49193 0.78 -1.31 0.86 -0.45
N 0.12696 1.07747 -0.24383 0.00 0.33 -1.13 -0.68
C -0.55153 1.07958 1.02659 0.37 0.12 1.29 -0.09
C 0.43532 0.70109 2.16165 0.74 -0.21 -0.86 -0.44
C 0.42732 -0.81154 2.46036 -0.15 0.22 0.18 -0.08
O -0.89290 -1.36779 2.33808 0.43 -0.25 0.38 -0.75
C -1.43182 2.29354 1.40691 -0.20 0.49 -0.90 -0.07
O -2.73349 1.89064 0.99222 -0.65 -0.36 -0.19 -0.77
H -0.16646 0.19672 -2.04941 -0.28 0.14 -0.51 0.19
H -1.68692 0.55716 -1.22973 0.27 0.49 -0.26 0.24
H -0.73849 1.85675 -2.11412 -0.16 0.28 0.25 0.20
H 0.81073 1.80728 -0.41076 -0.03 0.16 0.51 0.38
H -1.22023 0.23856 0.94971 -0.43 -0.05 0.08 0.23
H 1.43265 0.93291 1.78411 0.21 0.06 0.13 0.23
H 0.34327 1.30930 3.05933 -0.43 -0.14 0.14 0.21
H 1.07089 -1.39989 1.80604 -0.15 0.33 -0.48 0.19
H 0.85832 -1.01755 3.43968 -0.22 0.14 0.31 0.18
H -1.40449 -1.07897 3.10013 -0.09 -0.08 -0.01 0.48
H -1.46216 2.63830 2.44319 0.32 -0.53 0.18 0.17
H -1.08216 3.15478 0.82032 -0.17 0.00 -0.03 0.17
H -3.50457 2.41257 1.22982 0.55 0.62 0.29 0.49
H 2.28387 0.20527 -0.30142 0.15 0.10 -0.16 0.48
H 3.25363 -0.89612 -0.56336 -0.04 -0.03 -0.14 0.50
O 3.20021 0.06474 -0.59122 0.15 0.46 0.40 -0.97
H -4.19730 -0.29498 -0.58635 0.04 -0.09 -0.10 0.47
H -3.24576 0.06086 0.54783 0.15 0.17 -0.37 0.49
O -3.27276 -0.36070 -0.32604 -0.54 -0.58 0.26 -0.96
H 0.45357 -1.33698 -3.84453 0.25 -0.22 0.67 0.48
H 1.96513 -1.52350 -3.30547 -0.71 -0.13 0.52 0.49
O 1.39104 -1.28167 -4.03575 0.46 0.41 -1.12 -0.97
H 2.39752 1.04343 -3.63860 0.02 -0.40 0.24 0.48
H 3.01077 1.00416 -2.17242 -0.09 -0.30 -0.33 0.50
O 2.71805 1.57270 -2.90420 -0.02 0.69 0.05 -1.00
H -0.07418 -3.09170 1.31147 0.14 -0.25 0.18 0.48
H -1.06446 -3.14240 0.24195 -0.03 -0.26 -0.34 0.48
O -0.21413 -3.54503 0.46909 -0.48 0.21 0.31 -0.95
H 0.77312 -1.29823 -0.46742 0.18 0.11 -0.19 0.48
H 1.18850 -2.75998 -0.54930 -0.01 0.49 -0.08 0.51
O 1.50774 -1.85896 -0.76263 -0.35 -0.81 -0.04 -1.00
```
Positions in Å, forces in eV/Å.

The orbital gap comes out at 9.19 eV. As for the net charge: 0. As for the structure (SMILES): CN[C@H](CO)CCO.O.O.O.O.O.O. The calculation puts the molecular weight at 227.25 g/mol.